Record 1
132
Properties=species:S:1:pos:R:3:mulliken_charge:R:1 method="wB97M-V/def2-TZVPD" spin_multiplicity=1 charge=-1 relative_energy_kj_mol=234.6 homo_energy_ev=-7.590
P -1.51487 2.53044 -1.12068 1.1619
F -2.38605 2.44298 0.27882 -0.3683
F -2.86622 3.00744 -1.88750 -0.3654
F -1.14118 4.09408 -0.83351 -0.3576
F -0.77765 2.66788 -2.55896 -0.3579
F -0.18152 2.06180 -0.26055 -0.3642
F -1.83832 0.99414 -1.52559 -0.3500
C -8.39748 -2.05902 1.75071 -1.4308
C -7.62149 -2.92609 2.75960 0.4871
C -8.44315 -4.02424 3.43568 -0.8906
O -7.78658 -4.73058 4.40950 -0.3120
C -8.66000 -5.72077 4.88448 -0.7688
N -6.44887 -3.46326 2.14100 -0.6358
H -7.85346 -1.14610 1.50846 0.3884
H -9.37323 -1.70618 2.08465 0.3728
H -8.60073 -2.55846 0.80343 0.3390
H -7.29507 -2.30297 3.59223 0.2751
H -8.85233 -4.63255 2.62907 0.3724
H -9.32507 -3.50404 3.80946 0.3574
H -9.63866 -5.43568 5.27055 0.3034
H -8.12523 -6.24603 5.67582 0.2793
H -8.79244 -6.45837 4.09297 0.3273
H -5.90686 -2.66081 1.85396 0.2756
H -6.72441 -3.92606 1.28660 0.2602
C 9.41257 0.81475 1.83507 -1.2643
C 9.13692 1.58336 0.53030 0.4758
C 10.41520 1.68017 -0.35592 -0.8520
O 11.50638 2.24677 0.34592 -0.3364
C 11.47838 3.70435 0.44229 -0.7507
N 8.05262 0.92967 -0.21867 -0.7149
H 9.71061 -0.22836 1.72933 0.3410
H 8.75245 0.87485 2.70036 0.3448
H 10.35171 1.19681 2.23527 0.3046
H 8.89360 2.63557 0.67780 0.2777
H 10.18484 2.27848 -1.23744 0.3924
H 10.70685 0.67303 -0.65376 0.3934
H 12.43001 3.94322 0.91710 0.2525
H 10.66946 4.06070 1.08007 0.3065
H 11.33603 4.25290 -0.48880 0.3195
H 7.19881 1.26753 0.20199 0.2776
H 8.06460 1.24324 -1.17868 0.2324
C 2.36301 -1.00578 5.25669 -1.5373
C 1.32055 -0.20502 5.91966 0.5356
C 1.66371 1.23826 6.23622 -0.8801
O 0.53062 1.86630 6.88599 -0.3541
C 0.45834 3.24320 6.61949 -0.6416
N 0.15240 -0.28824 5.03178 -0.7333
H 2.01258 -1.95719 4.85655 0.3551
H 3.32157 -1.11116 5.76479 0.4084
H 2.75250 -0.39578 4.44165 0.3742
H 1.17644 -0.65419 6.90230 0.2548
H 1.96701 1.72681 5.31024 0.4080
H 2.47535 1.35007 6.95514 0.3794
H -0.39720 3.66329 7.14833 0.2249
H 0.44340 3.28047 5.53023 0.3279
H 1.32139 3.80634 6.97462 0.2599
H -0.29756 0.56919 5.31894 0.3119
H 0.53059 0.01627 4.14616 0.3071
C 6.28937 10.26342 7.04857 -1.2996
C 6.01742 8.72005 7.18487 0.4346
C 5.90612 7.94612 5.87959 -0.5757
O 5.26212 8.66408 4.81411 -0.3181
C 5.00320 7.80797 3.66453 -0.7472
N 7.09204 8.21927 7.99728 -0.7138
H 5.65917 10.62308 6.23518 0.3253
H 7.33209 10.49414 6.83042 0.3046
H 6.17545 10.77419 8.00472 0.3932
H 5.14201 8.53096 7.80616 0.1830
H 5.38808 7.00139 6.04458 0.3606
H 6.89694 7.63678 5.54688 0.2865
H 4.71623 8.37615 2.77970 0.2624
H 4.27998 7.01205 3.84219 0.2940
H 5.96646 7.39482 3.36530 0.3072
H 7.95223 8.21444 7.46800 0.2483
H 7.19700 8.79350 8.82151 0.2545
C -2.50900 -11.41229 1.62500 -1.3123
C -2.18068 -9.92048 2.04511 0.4405
C -1.55161 -9.03432 0.92711 -0.8148
O -1.20680 -7.74678 1.34228 -0.3144
C -0.80900 -6.83811 0.29667 -0.7708
N -3.40227 -9.26488 2.49259 -0.6471
H -1.66303 -12.09752 1.67887 0.3340
H -2.84209 -11.47978 0.58934 0.3133
H -3.27554 -11.76724 2.31385 0.3579
H -1.48902 -10.00019 2.88377 0.2938
H -2.12899 -9.09545 0.00462 0.3750
H -0.56007 -9.40390 0.66566 0.3807
H 0.17670 -7.08644 -0.09682 0.2896
H -0.85587 -5.83568 0.72216 0.2989
H -1.53272 -6.61200 -0.48640 0.3176
H -4.08568 -9.19064 1.75262 0.2289
H -3.90970 -9.81911 3.16744 0.2291
C -10.50541 -7.51225 -8.39151 -1.0767
C -9.94777 -6.90200 -7.12361 -0.2787
O -9.23743 -5.68171 -7.44106 -0.2451
C -8.34260 -5.11769 -6.67666 0.7324
O -8.04098 -5.41035 -5.51574 -0.5787
O -7.73581 -4.13927 -7.40358 -0.3198
C -6.62729 -3.38592 -6.84649 -0.6084
H -9.68150 -7.51707 -9.10513 0.3003
H -11.26090 -6.82674 -8.77545 0.2870
H -10.80964 -8.53946 -8.19055 0.3586
H -9.31367 -7.63314 -6.62214 0.3239
H -10.75552 -6.72738 -6.41288 0.3034
H -6.96330 -2.73953 -6.03571 0.2885
H -6.23576 -2.68028 -7.57921 0.2306
H -5.82229 -4.08362 -6.61564 0.2826
C 4.57856 3.12306 -11.07650 -1.2752
C 3.87239 2.11456 -10.18111 -0.0346
O 4.83128 1.89538 -9.21157 -0.2223
C 4.61490 0.95367 -8.18742 0.6421
O 5.48184 0.78811 -7.32278 -0.5711
O 3.38109 0.39093 -8.19448 -0.3134
C 2.96395 -0.61425 -7.28829 -0.6376
H 4.67007 3.98624 -10.41722 0.3120
H 3.97689 3.52392 -11.89223 0.3914
H 5.54931 2.88599 -11.51186 0.3037
H 3.57009 1.26392 -10.79195 0.2821
H 3.01992 2.61455 -9.72133 0.2710
H 1.95241 -0.97143 -7.48147 0.2615
H 3.00925 -0.37085 -6.22678 0.3000
H 3.52824 -1.52035 -7.50890 0.2904
C -1.73331 6.71998 -6.88305 -0.2371
Cl -2.67744 7.85230 -7.87298 -0.1535
Cl 0.01932 6.98130 -7.08893 -0.1509
H -1.99615 6.65317 -5.82733 0.3058
H -1.94770 5.71260 -7.23988 0.2359
C -5.77860 7.55259 0.77111 -0.2208
Cl -6.95152 8.49095 1.74833 -0.1563
Cl -5.83142 8.09990 -0.95079 -0.1518
H -4.76413 7.80570 1.07913 0.2518
H -6.05498 6.49915 0.81556 0.2776

---

Record 2
96
Properties=species:S:1:pos:R:3:mulliken_charge:R:1 method="wB97M-V/def2-TZVPD" spin_multiplicity=1 charge=+1 homo_energy_ev=-11.367
C -4.35705 -0.11948 -6.14909 -0.3922
O -4.38465 -0.40285 -4.72094 -0.3423
C -4.72991 -1.81881 -4.54444 -0.4769
C -4.35737 -2.18765 -3.03277 -0.7555
C -2.75249 -2.38751 -2.82566 -0.3145
C -2.56024 -2.91734 -1.31939 -0.7995
C -1.37734 -2.04540 -0.64705 -0.5574
C -0.01143 -2.02769 -1.49969 -0.6791
C 1.31715 -2.11955 -0.58690 -0.0535
C 1.82401 -0.64561 -0.15327 0.1244
C 0.75389 0.38206 0.40150 -0.1336
C 1.34392 1.79996 0.74516 -0.2041
I 0.01655 3.35273 1.44886 0.3731
C 2.88537 1.96951 0.52161 -0.2437
N 3.61027 0.84419 0.02776 0.2132
N 3.20046 -0.37329 -0.30206 -0.5715
H -3.81095 -0.95839 -6.69556 0.1682
H -5.42327 -0.01080 -6.56477 0.2598
H -3.84225 0.89674 -6.32837 0.1214
H -5.84776 -1.94220 -4.76804 0.3147
H -4.06712 -2.48866 -5.21689 0.3025
H -4.81838 -3.18694 -2.67936 0.3416
H -4.74111 -1.34567 -2.34869 0.3076
H -2.28138 -1.36589 -3.03554 0.1446
H -2.32524 -3.18974 -3.52292 0.3175
H -2.40148 -4.04386 -1.22581 0.3336
H -3.51917 -2.62312 -0.74567 0.3890
H -1.75782 -0.95252 -0.61102 0.2285
H -1.11710 -2.41305 0.41948 0.4181
H 0.03166 -2.83954 -2.29827 0.4078
H 0.06218 -1.01755 -2.05032 0.3120
H 1.23393 -2.83609 0.29604 0.1491
H 2.14677 -2.54172 -1.27146 0.2908
H -0.34458 0.13521 0.54376 0.3029
H 3.35796 2.97884 0.74294 0.4775
H 4.62821 1.02376 -0.10458 0.3066
C -4.26282 4.80561 2.92635 -0.4707
C -2.95600 4.21895 3.35800 0.4032
O -3.17762 3.89386 4.71205 -0.3170
C -4.51403 3.63066 4.80859 0.6020
O -5.02110 3.06702 5.72956 -0.4883
O -5.19520 4.08442 3.71823 -0.2977
F -1.95962 5.14323 3.29360 -0.1976
H -4.34124 5.87260 3.15372 0.2873
H -4.45495 4.65875 1.86234 0.2957
H -2.66359 3.31980 2.80752 0.1434
C -1.99752 1.90374 -9.34070 -0.3948
C -0.69658 1.27567 -9.72878 0.2813
O -0.77691 -0.01343 -9.15541 -0.2942
C -2.10511 -0.31645 -9.12824 0.6737
O -2.53925 -1.41802 -8.96283 -0.5222
O -2.87859 0.78944 -9.32000 -0.2867
F 0.34747 1.93255 -9.16862 -0.2923
H -1.96542 2.35996 -8.34715 0.2590
H -2.32951 2.65345 -10.06026 0.2807
H -0.54317 1.18879 -10.80827 0.2992
C -0.30742 6.90096 7.25346 -0.4628
C -0.93405 7.15510 5.91986 0.4839
O -0.42674 8.42258 5.55893 -0.2978
C 0.79149 8.50917 6.16202 0.6596
O 1.62850 9.31229 5.87186 -0.5402
O 0.94408 7.56187 7.12950 -0.3029
F -2.28143 7.24475 6.02555 -0.3000
H -0.87381 7.34485 8.07686 0.2927
H -0.17174 5.83741 7.45483 0.2841
H -0.67071 6.42280 5.15129 0.1791
C 4.45334 8.38760 4.43583 -0.3311
C 4.19669 6.93762 4.17605 0.2879
O 4.31212 6.83578 2.77183 -0.2498
C 5.19150 7.81481 2.40769 0.5753
O 5.73824 7.86334 1.34569 -0.5142
O 5.37436 8.72361 3.40555 -0.3147
F 2.93283 6.59338 4.53083 -0.2300
H 3.55409 9.00070 4.33304 0.2458
H 4.88608 8.56354 5.42147 0.3135
H 4.91186 6.26135 4.65355 0.2086
C 3.48627 -7.18859 0.26945 -0.3723
C 3.62343 -6.09280 -0.73790 0.2676
O 2.51375 -5.25923 -0.46023 -0.2707
C 2.26528 -5.41746 0.86959 0.6591
O 1.57956 -4.67726 1.51843 -0.5845
O 2.89472 -6.51209 1.37380 -0.3026
F 3.49894 -6.57045 -1.99713 -0.2820
H 2.82163 -7.98792 -0.06463 0.1556
H 4.44679 -7.62435 0.54459 0.3479
H 4.54800 -5.51444 -0.65128 0.3190
C 2.24917 -9.75874 3.18845 -0.4404
C 1.99140 -11.20851 2.92680 0.2849
O 2.11127 -11.30893 1.52210 -0.2884
C 2.98989 -10.33451 1.16163 0.6667
O 3.54029 -10.28449 0.10015 -0.5126
O 3.17315 -9.42354 2.16086 -0.2415
F 0.72955 -11.54866 3.27711 -0.2889
H 1.35064 -9.14435 3.08310 0.2740
H 2.67943 -9.58378 4.17541 0.2765
H 2.70409 -11.88608 3.40574 0.3010

---

Record 3
18
Properties=species:S:1:pos:R:3:mulliken_charge:R:1 method="wB97M-V/def2-TZVPD" spin_multiplicity=1 charge=0 relative_energy_kj_mol=217.2 homo_energy_ev=-9.439
C -1.05160 -1.59544 1.49458 -0.2516
C -0.08096 -2.10869 0.72917 -0.8259
H -2.07704 -1.57019 1.16126 0.2004
H -0.87429 -1.34188 2.52776 0.2347
H -0.30434 -2.54444 -0.23474 0.3227
H 0.87291 -2.39186 1.15209 0.2943
C 0.24327 0.87790 -2.00507 -0.8666
N 0.48349 0.69679 -0.58359 -0.1133
N 1.67452 1.37330 -0.17610 -0.6342
H 1.04396 0.45611 -2.62373 0.2858
H 0.17076 1.94415 -2.21178 0.3283
H -0.69494 0.38787 -2.25781 0.3196
H 0.50448 -0.32589 -0.32950 0.1102
H 1.62911 1.46824 0.83368 0.2375
H 2.50626 0.83268 -0.41876 0.2292
O -1.52477 0.98058 1.12815 -0.6975
H -1.82062 1.86055 1.36861 0.2572
H -0.70017 1.00023 0.44576 0.5692

---

Record 4
9
Properties=species:S:1:pos:R:3:mulliken_charge:R:1 method="wB97M-V/def2-TZVPD" spin_multiplicity=1 charge=0 relative_energy_kj_mol=132.7 homo_energy_ev=-9.322
N 0.30268 -0.01004 -2.99680 -0.3868
C 0.19649 -0.38238 -1.83004 0.1313
C 0.20572 -0.90200 -0.47078 -0.1365
C 0.22927 -0.18787 0.77346 -0.0046
C -0.30214 1.05570 1.07581 -0.2686
S -1.42323 2.00229 0.31121 -0.1580
H 0.23503 -1.99613 -0.48841 0.3134
H 0.34064 -0.97766 1.62161 0.2414
H 0.21554 1.39809 2.00395 0.2683

---

HOMO-LUMO gap readings, ordered: 9.47 6.31 10.36 7.23 eV
M readings, ordered: 968.7 971.5 92.1 97.1 g/mol
LUMO readings, ordered: 1.88 -5.05 0.92 -2.09 eV